Entry 1:
139
Properties=species:S:1:pos:R:3:lowdin_charge:R:1 method="wB97M-V/def2-TZVPD" homo_ev=-8.780 total_energy_ev=-127859.1195 lumo_energy_ev=-2.03 charge=0
C 1.083 -1.855 6.114 -0.21
C -0.511 -2.223 5.877 -0.44
P -0.666 -2.884 4.086 0.86
C -1.943 -4.310 4.090 -0.34
C -1.484 -1.430 3.095 -0.25
C -2.949 -0.914 3.707 0.01
C -3.708 0.328 2.952 -0.02
C -3.070 1.068 1.594 -0.01
C -1.618 0.516 1.041 0.07
C -0.767 -0.725 1.759 -0.09
C 0.697 -1.268 1.259 -0.09
C 1.565 -0.204 0.364 -0.22
O 1.174 0.378 -0.781 0.02
O 2.949 0.128 0.818 -0.06
C 2.914 1.077 1.951 -0.24
C 3.890 0.686 3.248 -0.01
O 2.128 2.184 1.973 -0.02
C -3.906 2.340 0.901 -0.19
O -3.993 2.553 -0.415 -0.04
C -4.684 3.325 2.006 0.05
C -5.269 2.641 3.229 -0.08
C -6.002 3.615 4.365 -0.05
C -4.778 4.615 4.912 -0.22
O -5.102 5.904 5.094 -0.05
C -3.233 4.113 5.178 -0.08
C -2.108 4.364 3.967 -0.02
C -0.529 3.938 4.151 -0.05
C 0.066 3.225 5.538 -0.05
C -1.072 2.942 6.721 -0.06
C -2.670 3.386 6.535 -0.02
C -5.154 0.990 3.469 -0.16
O -6.157 0.254 3.993 -0.03
H 1.659 -2.795 6.562 0.08
H 1.258 -0.916 6.803 0.07
H 1.545 -1.712 5.023 0.04
H -1.230 -1.288 6.015 0.08
H -0.850 -3.073 6.641 0.09
H -3.005 -3.855 4.361 0.04
H -1.654 -5.057 4.945 0.06
H -1.914 -4.793 3.008 0.06
H -3.425 -1.421 4.663 0.11
H -1.194 1.070 0.074 0.11
H 1.361 -1.522 2.217 0.11
H 0.650 -2.275 0.626 0.15
H 3.201 0.552 4.201 0.10
H 4.625 1.583 3.473 0.10
H 4.527 -0.270 2.989 0.09
H -4.736 4.481 1.825 0.14
H -6.257 2.916 5.277 0.13
H -6.922 4.205 3.949 0.14
H -2.425 4.859 2.928 0.10
H 0.291 4.105 3.300 0.09
H 1.204 2.931 5.680 0.09
H -0.661 2.402 7.696 0.08
H -3.457 3.181 7.403 0.10
C -5.271 -7.109 2.765 0.05
N -4.702 -5.818 3.237 -0.40
O -3.978 -5.197 2.449 0.01
O -4.998 -5.464 4.384 0.05
H -4.929 -7.295 1.745 0.07
H -4.916 -7.892 3.439 0.10
H -6.359 -7.021 2.798 0.11
C 5.590 -0.819 -0.656 0.04
N 6.699 -1.798 -0.497 -0.42
O 6.658 -2.544 0.489 0.05
O 7.579 -1.790 -1.366 0.04
H 4.892 -0.938 0.175 0.07
H 6.030 0.180 -0.651 0.11
H 5.097 -1.032 -1.607 0.11
C -3.725 -5.199 -1.952 0.05
N -4.632 -5.794 -0.934 -0.41
O -5.652 -5.158 -0.644 0.06
O -4.294 -6.882 -0.454 0.03
H -4.144 -4.248 -2.286 0.10
H -2.752 -5.048 -1.480 0.10
H -3.657 -5.904 -2.784 0.10
C -4.797 2.722 -3.430 0.04
N -5.306 2.776 -4.827 -0.41
O -4.678 3.474 -5.632 0.04
O -6.321 2.115 -5.076 0.04
H -3.905 3.347 -3.355 0.10
H -5.587 3.099 -2.777 0.10
H -4.559 1.681 -3.205 0.09
C 9.283 -0.266 -4.053 0.04
N 8.814 1.140 -3.921 -0.42
O 7.963 1.374 -3.055 0.03
O 9.314 1.969 -4.690 0.04
H 8.762 -0.883 -3.317 0.08
H 9.051 -0.597 -5.067 0.09
H 10.359 -0.273 -3.868 0.07
C -5.438 1.872 -8.187 0.03
N -5.177 0.757 -9.136 -0.43
O -5.987 0.596 -10.056 0.05
O -4.166 0.075 -8.930 0.04
H -6.355 2.385 -8.487 0.10
H -5.548 1.439 -7.190 0.07
H -4.584 2.551 -8.233 0.10
C -4.528 7.892 7.577 0.03
N -3.601 7.768 8.734 -0.43
O -2.459 8.222 8.594 0.05
O -4.045 7.219 9.749 0.04
H -4.007 8.392 6.758 0.10
H -4.828 6.883 7.285 0.07
H -5.387 8.481 7.905 0.10
C -8.032 -0.529 -2.832 0.04
N -6.642 -0.274 -2.369 -0.42
O -5.736 -0.911 -2.920 0.04
O -6.498 0.558 -1.466 0.04
H -8.009 -1.280 -3.625 0.10
H -8.604 -0.892 -1.975 0.10
H -8.434 0.415 -3.206 0.10
C -7.290 5.640 -6.082 0.04
N -8.688 5.193 -5.840 -0.42
O -9.330 5.790 -4.967 0.05
O -9.102 4.256 -6.532 0.05
H -7.061 6.467 -5.406 0.10
H -6.633 4.789 -5.887 0.06
H -7.223 5.963 -7.123 0.11
C 12.413 -3.647 -2.715 0.03
N 11.632 -2.877 -3.720 -0.39
O 11.054 -3.522 -4.603 0.08
O 11.621 -1.647 -3.595 0.02
H 12.335 -4.711 -2.947 0.07
H 13.451 -3.313 -2.779 0.11
H 11.987 -3.433 -1.733 0.11
C 13.795 -6.738 -0.251 0.04
N 13.286 -6.684 -1.648 -0.42
O 13.914 -5.986 -2.453 0.02
O 12.271 -7.344 -1.897 0.07
H 14.688 -6.113 -0.176 0.10
H 13.005 -6.361 0.402 0.10
H 14.033 -7.779 -0.026 0.10
C 7.983 0.353 -8.692 0.04
N 9.092 -0.626 -8.532 -0.42
O 9.051 -1.372 -7.547 0.04
O 9.971 -0.618 -9.401 0.05
H 7.285 0.235 -7.860 0.09
H 8.422 1.353 -8.687 0.10
H 7.490 0.141 -9.643 0.10

***

Entry 2:
20
Properties=species:S:1:pos:R:3:lowdin_charge:R:1 method="wB97M-V/def2-TZVPD" homo_ev=-8.904 relative_energy_kj_mol=246.25 total_energy_ev=-20203.5631 lumo_energy_ev=0.82 smiles=NC[C@@H](CS)NCO charge=0
N -0.250 -1.052 -2.005 -0.02
C -0.500 0.247 -1.396 -0.29
C -0.009 0.461 0.039 -0.31
C -0.737 1.775 0.646 -0.53
S -0.001 3.344 -0.039 0.64
N -0.355 -0.794 1.044 -0.02
C 0.835 -1.512 1.550 -0.29
O 1.705 -1.989 0.467 -0.13
H 0.684 -1.180 -2.402 0.08
H -0.944 -1.389 -2.665 0.07
H -0.025 0.947 -2.097 0.10
H -1.545 0.612 -1.551 0.12
H 1.039 0.784 -0.003 0.11
H -1.831 1.565 0.569 0.08
H -0.356 1.842 1.692 0.05
H 0.510 3.505 1.272 -0.10
H -1.066 -1.449 0.670 0.10
H 0.339 -2.291 2.159 0.11
H 1.415 -0.802 2.146 0.11
H 1.093 -2.625 -0.095 0.12

***

Entry 3:
22
Properties=species:S:1:pos:R:3:lowdin_charge:R:1 method="wB97M-V/def2-TZVPD" homo_ev=-8.931 relative_energy_kj_mol=127.36 total_energy_ev=-8965.0386 lumo_energy_ev=0.70 smiles=CC[C@H](C)CN.O charge=0
C -1.773 -0.746 -1.060 -0.11
C -1.168 -0.166 0.258 -0.21
C 0.144 -0.878 0.414 -0.44
C 0.068 -2.148 1.261 -0.06
C 1.283 0.006 0.962 -0.24
N 2.597 -0.723 0.972 -0.02
H -2.615 -0.247 -1.557 0.06
H -2.000 -1.804 -0.914 0.06
H -1.040 -0.730 -1.868 0.06
H -1.730 -0.381 1.189 0.12
H -1.140 0.920 0.063 0.11
H 0.600 -1.136 -0.588 0.14
H -0.614 -2.807 0.721 0.07
H -0.280 -1.939 2.271 0.09
H 1.043 -2.654 1.272 0.07
H 0.961 0.359 1.946 0.11
H 1.583 0.843 0.321 0.11
H 2.581 -1.619 0.506 0.04
H 3.253 -0.153 0.459 0.05
O -0.914 4.016 -2.064 -0.07
H -1.777 3.696 -2.378 0.04
H -0.594 4.193 -2.962 0.04

***

Entry 4:
33
Properties=species:S:1:pos:R:3:lowdin_charge:R:1 method="wB97M-V/def2-TZVPD" homo_ev=-8.796 relative_energy_kj_mol=96.91 total_energy_ev=-25560.0633 lumo_energy_ev=0.71 smiles="CC1=C[C@H]2C(C)=C[P@](=O)(N(C)C)C2=CC1" charge=0
C -3.977 1.307 -0.795 -0.06
C -2.626 0.895 -0.211 -0.29
C -2.141 -0.350 -0.422 0.00
C -0.768 -0.633 0.097 -0.30
C -0.169 -1.892 -0.477 -0.33
C -0.886 -3.226 -0.273 -0.05
C 1.035 -1.768 -1.044 -0.02
P 1.736 0.119 -0.768 0.67
O 2.086 0.779 -2.007 -0.31
N 2.941 0.209 0.350 -0.33
C 2.746 -0.348 1.647 -0.11
C 3.943 1.217 0.090 -0.08
C 0.126 0.575 -0.105 -0.23
C -0.377 1.780 0.275 -0.02
C -1.890 1.880 0.547 -0.14
H -4.653 2.048 -0.271 0.08
H -4.576 0.354 -0.780 0.08
H -3.942 1.676 -1.868 0.09
H -2.566 -1.149 -0.895 0.09
H -0.951 -0.634 1.153 0.15
H -0.162 -3.989 -0.034 0.06
H -1.482 -3.574 -1.202 0.11
H -1.669 -3.071 0.519 0.09
H 1.713 -2.365 -1.724 0.09
H 1.768 -0.205 2.033 0.06
H 3.005 -1.370 1.660 0.06
H 3.475 0.200 2.380 0.13
H 3.826 1.353 -0.942 0.05
H 3.593 2.106 0.412 0.06
H 4.872 0.980 0.388 0.06
H 0.236 2.690 0.164 0.12
H -1.918 1.581 1.583 0.13
H -2.348 2.826 0.519 0.10

***

Entry 5:
78
Properties=species:S:1:pos:R:3:lowdin_charge:R:1 method="wB97M-V/def2-TZVPD" homo_ev=-8.158 total_energy_ev=-63504.9422 lumo_energy_ev=-1.92 smiles="COC[C@@](Cc1cccc(C)c1)(CP(=O)(O)O)OCCOc1ccccc1.O=C1C=CC(=O)C=C1.O=C1C=CC(=O)C=C1" charge=0
C 3.374 -3.406 1.544 -0.11
O 3.729 -2.491 0.480 -0.22
C 2.737 -2.436 -0.572 -0.14
C 1.827 -1.074 -0.505 -0.39
C 2.569 -0.029 0.489 -0.08
C 1.905 1.423 0.479 -0.15
C 2.587 2.630 -0.266 -0.03
C 1.846 4.003 -0.267 -0.06
C 0.460 4.227 0.443 -0.04
C -0.190 3.041 1.191 -0.20
C -1.606 3.087 1.949 -0.09
C 0.551 1.679 1.186 0.02
C 1.799 -0.500 -2.027 -0.14
P 0.516 -1.406 -3.109 0.67
O 0.353 -2.888 -2.769 -0.32
O -0.936 -0.497 -2.940 -0.19
O 1.017 -1.132 -4.743 -0.20
O 0.447 -1.322 -0.155 -0.14
C 0.308 -2.126 1.031 -0.15
C -1.206 -2.105 1.635 -0.15
O -1.861 -0.832 1.419 -0.13
C -2.869 -0.899 0.418 -0.20
C -2.860 -1.801 -0.836 -0.01
C -4.024 -1.730 -1.857 -0.06
C -5.223 -0.768 -1.645 -0.08
C -5.279 0.191 -0.402 -0.06
C -4.083 0.082 0.605 -0.03
H 3.102 -2.794 2.470 0.09
H 4.272 -4.078 1.804 0.10
H 2.503 -4.103 1.311 0.09
H 3.330 -2.372 -1.564 0.14
H 2.078 -3.362 -0.664 0.13
H 2.620 -0.408 1.570 0.12
H 3.668 0.105 0.157 0.13
H 3.596 2.502 -0.824 0.07
H 2.317 4.874 -0.831 0.08
H -0.081 5.226 0.411 0.09
H -1.553 2.610 2.989 0.09
H -2.309 2.403 1.333 0.07
H -2.076 4.124 1.931 0.08
H 0.075 0.803 1.737 0.09
H 1.479 0.615 -2.056 0.10
H 2.854 -0.507 -2.499 0.12
H -0.620 0.394 -2.650 0.07
H 1.612 -0.341 -4.670 0.06
H 0.537 -3.249 0.860 0.13
H 1.002 -1.799 1.882 0.12
H -1.059 -2.196 2.780 0.14
H -1.812 -3.019 1.326 0.13
H -1.963 -2.511 -0.953 0.10
H -3.993 -2.423 -2.763 0.09
H -6.104 -0.713 -2.364 0.08
H -6.116 0.930 -0.197 0.09
H -4.094 0.783 1.514 0.09
O -7.483 -4.773 4.450 0.10
C -7.298 -3.668 3.976 -0.39
C -8.306 -2.595 4.114 0.02
C -8.103 -1.385 3.593 0.02
C -6.862 -1.063 2.856 -0.37
O -6.677 0.042 2.382 0.09
C -5.854 -2.136 2.718 0.03
C -6.057 -3.347 3.240 0.03
H -9.208 -2.847 4.657 0.12
H -8.831 -0.587 3.684 0.12
H -4.952 -1.884 2.175 0.10
H -5.330 -4.144 3.149 0.12
O 9.575 4.731 -2.913 0.11
C 8.463 4.241 -2.870 -0.39
C 7.386 4.700 -3.774 0.03
C 6.167 4.163 -3.724 0.02
C 5.839 3.087 -2.765 -0.38
O 4.725 2.597 -2.722 0.07
C 6.915 2.629 -1.861 0.02
C 8.135 3.165 -1.910 0.03
H 7.643 5.488 -4.471 0.12
H 5.366 4.487 -4.378 0.12
H 6.658 1.841 -1.164 0.12
H 8.935 2.841 -1.257 0.12

***

Entry 6:
16
Properties=species:S:1:pos:R:3:lowdin_charge:R:1 method="wB97M-V/def2-TZVPD" homo_ev="-15.305 / -15.299" relative_energy_kj_mol=58.56 total_energy_ev=-9870.5951 lumo_energy_ev="-3.02 / -7.80" s_squared=0.754 charge=+1 spin_multiplicity=2
C -1.958 -0.850 -0.481 0.01
N -1.025 0.234 -0.359 -0.06
C -1.508 1.517 -0.795 0.02
C 0.348 -0.090 -0.719 -0.03
C 1.174 -0.212 0.558 -0.51
O 2.280 -0.924 0.383 0.16
O 0.830 0.330 1.565 0.16
H -2.146 -1.111 -1.528 0.14
H -2.944 -0.573 -0.098 0.12
H -1.646 -1.686 0.130 0.12
H -2.397 1.828 -0.250 0.12
H -0.716 2.252 -0.672 0.12
H -1.730 1.515 -1.863 0.14
H 0.800 0.750 -1.240 0.15
H 0.391 -0.956 -1.374 0.16
H 2.651 -1.144 1.257 0.16